Here is a cluster of 8 separate species, C24H69N9O8 in total at a distorted geometry from the OMol25 dataset. Energies are from ωB97M-V with the def2-TZVPD basis set.

Each line ends with the Löwdin charge.
Atoms and positions in Å:
O1 -1.197 -0.665 -1.382  -0.1829
O2 0.030 5.294 -3.297  -0.1678
O3 -0.302 -2.576 -5.225  -0.1596
O4 -0.392 -5.207 4.956  0.0027
O5 -1.007 6.874 2.664  -0.1911
O6 5.033 -3.199 1.804  -0.1700
O7 -2.048 -1.012 6.704  0.0183
O8 -2.561 0.477 3.678  -0.1174
N1 -2.854 5.712 0.822  0.0392
N2 6.046 -1.993 -1.449  0.0055
N3 -2.225 -2.459 4.883  0.1577
N4 -3.047 -1.825 1.534  0.0533
N5 -0.769 -2.911 6.737  0.1352
N6 2.423 -2.250 -6.423  0.0431
N7 -0.565 -6.270 2.928  0.1473
N8 1.465 -6.278 4.104  0.1635
N9 -1.339 1.890 -3.211  0.0584
C1 0.426 5.749 -2.035  -0.1087
C2 0.028 -0.205 -0.904  -0.1016
C3 -1.296 6.844 4.061  -0.0801
C4 -2.021 -1.921 0.473  -0.4329
C5 -2.314 -3.165 -0.325  -0.0620
C6 0.727 2.671 -4.130  -0.0636
C7 -1.731 -2.041 6.143  -0.5997
C8 1.477 -1.195 -6.078  -0.4344
C9 -0.896 4.269 -3.210  -0.2352
C10 -3.953 0.760 4.033  -0.2681
C11 -4.910 0.653 2.847  -0.0964
C12 -0.270 2.903 -3.049  -0.4545
C13 -0.450 -1.967 -4.021  -0.1516
C14 4.935 -2.984 0.428  -0.2241
C15 -1.650 3.566 0.870  -0.0725
C16 -1.977 4.815 1.655  -0.4327
C17 -2.136 -0.670 -0.394  -0.2438
C18 0.033 -1.654 -6.224  -0.2161
C19 5.699 -0.565 0.396  -0.0702
C20 0.163 -5.832 4.048  -0.5961
C21 5.982 -2.002 0.020  -0.4487
C22 -0.750 5.598 2.129  -0.2277
C23 4.412 -4.341 2.211  -0.1554
C24 1.678 -0.001 -7.052  -0.0740
H1 2.623 0.551 -6.906  0.0813
H2 0.374 -0.592 0.060  0.0932
H3 0.756 4.911 -1.413  0.0827
H4 -5.040 -0.391 2.540  0.0568
H5 -0.123 5.639 1.214  0.1229
H6 -1.066 2.911 1.522  0.0793
H7 5.585 -0.427 1.480  0.0810
H8 -4.615 1.160 1.922  0.0693
H9 -2.161 1.344 3.541  0.0723
H10 3.916 -2.650 0.203  0.1366
H11 5.135 -3.912 -0.132  0.1279
H12 -0.950 -2.612 -3.305  0.0829
H13 6.917 -1.577 -1.799  0.0775
H14 -0.457 -3.751 6.268  0.0298
H15 4.716 -0.283 0.003  0.0784
H16 -0.445 6.209 -1.527  0.0804
H17 0.313 2.598 -5.139  0.0820
H18 1.661 -0.715 -5.111  0.1181
H19 0.775 -0.494 -1.643  0.0883
H20 -2.827 -2.577 2.180  0.0546
H21 -1.072 3.832 -0.030  0.0573
H22 6.990 -2.262 0.362  0.1405
H23 1.914 -6.776 3.377  0.0870
H24 -1.260 7.892 4.317  0.0899
H25 -4.168 -0.027 4.763  0.1033
H26 -2.435 5.833 -0.108  0.0501
H27 -0.380 -7.076 2.378  0.0838
H28 -2.668 4.514 2.461  0.1293
H29 -1.663 4.473 -2.445  0.1195
H30 -0.006 -2.137 -7.203  0.1314
H31 2.068 -3.147 -6.093  0.0723
H32 -2.830 -1.850 4.381  0.0468
H33 1.471 3.473 -4.084  0.0848
H34 -0.290 -2.705 7.581  0.0778
H35 0.164 2.687 -2.064  0.1120
H36 0.531 -1.833 -3.525  0.0853
H37 -2.783 6.650 1.231  0.0658
H38 1.874 -6.185 5.016  0.1080
H39 -1.433 -3.467 -0.915  0.0755
H40 6.424 0.163 0.045  0.0737
H41 1.284 1.725 -4.054  0.0751
H42 5.094 -5.181 2.057  0.0927
H43 -4.074 1.745 4.493  0.1121
H44 -0.589 6.194 4.578  0.0857
H45 1.143 6.563 -2.071  0.0914
H46 -0.702 -0.840 -6.214  0.1273
H47 -5.901 1.008 3.141  0.0743
H48 4.154 -4.272 3.267  0.0852
H49 -2.947 -0.939 2.037  0.0311
H50 3.446 -4.510 1.714  0.0874
H51 1.452 -0.159 -8.107  0.0769
H52 -3.170 -0.781 -0.756  0.1385
H53 -2.112 2.164 -2.601  0.0737
H54 -2.276 6.386 4.227  0.0871
H55 -2.234 0.227 0.239  0.1222
H56 -0.110 4.955 2.772  0.1284
H57 -0.877 -0.967 -4.097  0.0831
H58 0.075 0.890 -0.832  0.0766
H59 -3.155 -3.179 -1.013  0.0861
H60 -1.015 -1.951 0.917  0.1312
H61 -2.524 3.058 0.467  0.0769
H62 -2.433 -4.005 0.374  0.0679
H63 -1.489 -5.881 2.869  0.0908
H64 -1.034 0.972 -2.909  0.0300
H65 6.203 -2.926 -1.870  0.0760
H66 1.071 0.863 -6.703  0.0620
H67 -1.867 -3.320 4.524  0.0533
H68 -1.443 4.184 -4.152  0.1375
H69 2.593 -2.301 -7.416  0.0648

Calculated values
Structure (SMILES)   COC[C@H](C)N.COC[C@H](C)N.COC[C@H](C)N.COC[C@H](C)N.COC[C@H](C)N.NC(N)=O.NC(N)=O.CCO
Total energy   -2050.445150 Ha
Lowest unoccupied orbital energy   0.1 eV
ΔE to the lowest compared entry with this formula, charge and spin   39.9 kcal/mol
F_max   3.2 eV Å⁻¹
Kohn-Sham gap   9.0 eV

Here is a cluster of 8 separate species, C24H69O29P7 in total at a distorted geometry from the OMol25 dataset. Energies are from ωB97M-V with the def2-TZVPD basis set.

Each line ends with the Löwdin charge.
Atoms and positions in Å:
P1 2.866 -3.321 3.871  0.5533
P2 -3.477 -1.191 -3.030  0.5190
P3 1.151 5.185 -2.185  0.4700
P4 -6.122 1.313 1.162  0.5144
P5 4.413 2.145 1.524  0.5185
P6 -2.870 -4.488 2.836  0.4690
P7 3.215 1.041 -5.176  0.5290
O1 -3.068 0.019 -2.000  -0.2464
O2 4.329 1.794 -4.468  -0.2612
O3 1.769 -2.081 4.026  -0.2475
O4 0.092 4.109 -1.638  -0.2179
O5 -7.480 1.725 1.939  -0.2105
O6 0.510 6.312 -2.964  -0.2524
O7 -3.911 -2.381 -2.263  -0.2353
O8 2.008 5.631 -0.905  -0.2010
O9 -2.152 -1.231 -3.978  -0.2167
O10 3.384 1.051 -6.824  -0.2311
O11 3.141 -0.537 -4.789  -0.2190
O12 -5.090 2.508 1.554  -0.2096
O13 4.211 1.625 -0.010  -0.2778
O14 2.599 -3.838 2.351  -0.1800
O15 -3.257 -3.592 4.143  -0.2278
O16 0.323 -1.183 -1.014  0.0268
O17 -3.731 -5.696 2.801  -0.2469
O18 2.125 4.196 -3.033  -0.2338
O19 -6.278 1.081 -0.329  -0.2583
O20 5.998 2.653 1.504  -0.2302
O21 2.211 -4.470 4.829  -0.2562
O22 -2.983 -3.538 1.511  -0.2560
O23 -1.268 -4.669 2.929  -0.2434
O24 4.330 0.722 2.363  -0.2295
O25 -4.690 -0.514 -3.917  -0.2349
O26 -5.567 0.036 2.016  -0.2145
O27 3.357 3.102 1.940  -0.2443
O28 1.724 1.655 -4.958  -0.2142
O29 4.267 -2.969 4.268  -0.2433
C1 3.798 2.230 -7.522  -0.1052
C2 2.247 -4.474 6.206  -0.1301
C3 -0.536 -5.209 4.009  -0.0993
C4 -3.713 2.342 1.317  -0.1121
C5 -2.635 1.251 -2.549  -0.0987
C6 -0.716 -0.484 0.997  0.0025
C7 -4.608 -3.300 4.498  -0.1017
C8 -8.621 1.002 1.610  -0.1334
C9 6.562 3.196 2.693  -0.1151
C10 5.078 -0.357 1.914  -0.1346
C11 -1.115 -2.064 -3.548  -0.1317
C12 3.249 -0.823 -3.381  -0.0972
C13 0.595 0.812 -5.235  -0.0937
C14 -4.873 -0.919 1.257  -0.1387
C15 0.499 2.932 -0.915  -0.1003
C16 -2.709 -4.063 0.203  -0.0837
C17 -6.029 -0.393 -3.463  -0.1001
C18 1.286 5.833 0.244  -0.1516
C19 1.802 -0.032 0.578  -0.0046
C20 0.502 -0.662 0.100  -0.4409
C21 3.246 4.619 -3.719  -0.1309
C22 4.451 2.388 -1.188  -0.0807
C23 2.016 -0.986 4.803  -0.1541
C24 1.352 -3.725 1.729  -0.1235
H1 3.261 2.533 -8.421  0.0880
H2 1.548 2.970 -0.620  0.0658
H3 -8.316 -0.015 1.364  0.0864
H4 1.261 -4.556 6.663  0.0889
H5 -3.479 1.324 1.007  0.0597
H6 -2.304 -5.075 0.222  0.0897
H7 3.009 -0.083 -2.618  0.0690
H8 -1.125 0.526 0.970  0.0714
H9 1.351 4.930 0.851  0.0798
H10 3.553 2.409 -1.805  0.0642
H11 0.459 2.087 -1.602  0.0826
H12 -3.221 2.565 2.264  0.0974
H13 2.809 -5.339 6.557  0.0981
H14 0.287 6.261 0.152  0.1021
H15 -0.380 -0.615 2.025  0.0812
H16 -0.069 1.194 -6.010  0.0953
H17 4.767 3.375 -0.849  0.0948
H18 -0.118 0.966 -4.424  0.0678
H19 1.799 -0.089 4.222  0.0826
H20 -3.948 -1.053 1.818  0.0772
H21 -9.224 0.974 2.518  0.0924
H22 1.397 -0.926 5.698  0.0966
H23 4.567 -0.843 1.083  0.0749
H24 3.157 4.227 -4.732  0.0743
H25 -0.134 2.788 -0.039  0.0922
H26 2.629 -3.539 6.617  0.0916
H27 7.546 2.764 2.875  0.0878
H28 6.059 2.929 3.622  0.0867
H29 -6.096 -0.794 -2.451  0.0717
H30 0.604 -3.098 2.213  0.0776
H31 3.090 -0.851 4.931  0.0868
H32 -1.509 -1.155 0.665  0.0728
H33 1.997 -0.474 1.555  0.0773
H34 -0.088 -4.363 4.530  0.0752
H35 -1.147 -5.815 4.678  0.1002
H36 2.638 -0.236 -0.091  0.0743
H37 -9.253 1.460 0.849  0.0953
H38 6.087 -0.084 1.606  0.0967
H39 -0.235 -1.432 -3.436  0.0628
H40 -1.276 -2.501 -2.562  0.0636
H41 5.214 1.829 -1.730  0.0964
H42 0.279 -5.845 3.664  0.0921
H43 3.281 5.701 -3.842  0.0942
H44 0.771 -0.253 -5.382  0.0889
H45 -4.712 -0.805 0.185  0.0768
H46 -2.033 -3.354 -0.273  0.0695
H47 -3.296 2.980 0.537  0.0914
H48 2.485 -1.572 -3.173  0.0834
H49 -6.676 -0.998 -4.098  0.0880
H50 1.574 1.026 0.707  0.0782
H51 -2.402 1.235 -3.614  0.0826
H52 5.034 -1.186 2.620  0.0740
H53 4.133 4.268 -3.192  0.0801
H54 -3.656 -4.117 -0.335  0.0828
H55 6.646 4.282 2.640  0.0921
H56 -6.361 0.645 -3.467  0.0924
H57 1.824 6.574 0.836  0.0958
H58 -4.844 -2.236 4.518  0.0831
H59 -5.417 -1.841 1.461  0.0917
H60 -5.282 -3.813 3.813  0.0842
H61 0.967 -4.737 1.607  0.0937
H62 1.361 -3.321 0.717  0.0880
H63 -1.768 1.628 -2.007  0.0661
H64 -0.944 -2.934 -4.182  0.0990
H65 -3.460 1.914 -2.290  0.0954
H66 4.799 1.967 -7.861  0.0886
H67 -4.825 -3.653 5.506  0.0873
H68 4.240 -1.163 -3.081  0.0961
H69 3.904 3.117 -6.898  0.0742

Calculated values
Structure (SMILES)   COP(=O)(OC)OC.COP(=O)(OC)OC.COP(=O)(OC)OC.COP(=O)(OC)OC.COP(=O)(OC)OC.COP(=O)(OC)OC.COP(=O)(OC)OC.CC(C)=O
Total energy   -5527.809648 Ha
Lowest unoccupied orbital energy   0.4 eV
ΔE to the lowest compared entry with this formula, charge and spin   0.0 kcal/mol
F_max   3.8 eV Å⁻¹
Kohn-Sham gap   10.5 eV